# 1
The following is a DFT calculation (ωB97M-V/def2-TZVPD) of 12 unconnected molecules or ions with the total composition C36H76F2N10O16 at a distorted geometry.

Last column: Löwdin charge in e.
Geometry (Å):
O 1.320 -0.407 -4.292  0.196
C 0.161 -0.409 -4.136  -0.446
O -0.665 0.627 -4.337  0.078
C -2.001 0.290 -3.991  -0.039
C -2.030 -1.239 -3.823  -0.363
F -2.761 -1.864 -4.749  0.083
O -0.677 -1.572 -3.713  0.067
H -2.258 0.781 -3.073  0.119
H -2.706 0.538 -4.804  0.154
H -2.462 -1.577 -2.878  0.151
O 0.935 0.430 2.946  0.186
C 1.009 0.444 1.779  -0.513
O 0.316 -0.274 0.855  0.056
C 0.722 0.001 -0.456  -0.077
C 1.923 0.846 -0.342  -0.295
F 1.882 2.013 -1.101  0.032
O 1.942 1.156 1.026  0.110
H 0.900 -1.005 -0.874  0.137
H -0.066 0.534 -0.963  0.129
H 2.830 0.284 -0.676  0.145
C 5.588 2.125 0.102  -0.041
N 5.222 1.370 1.275  0.033
C 4.947 0.096 1.296  -0.512
C 4.671 -0.616 2.704  0.034
O 4.936 -0.572 0.249  -0.004
H 5.653 3.194 0.417  0.102
H 4.809 2.185 -0.623  0.043
H 6.327 1.549 -0.502  0.107
H 5.432 1.820 2.117  0.124
H 4.996 -1.675 2.566  0.085
H 3.609 -0.625 2.896  0.053
H 5.211 -0.212 3.536  0.059
C -1.848 -5.819 3.874  -0.064
N -0.851 -4.791 3.611  0.019
C -0.782 -3.689 4.338  -0.517
C 0.356 -2.699 4.001  0.023
O -1.573 -3.459 5.279  -0.023
H -1.389 -6.813 3.561  0.105
H -2.820 -5.622 3.437  0.044
H -2.080 -5.876 4.965  0.092
H -0.215 -4.892 2.764  0.119
H 1.078 -2.971 3.227  0.046
H 0.844 -2.434 4.956  0.093
H -0.049 -1.709 3.668  0.069
C 5.095 0.015 -2.828  -0.066
N 4.714 -1.141 -3.621  0.011
C 3.627 -1.946 -3.345  -0.489
C 3.215 -2.872 -4.477  0.013
O 3.000 -1.837 -2.271  -0.006
H 5.976 0.509 -3.373  0.116
H 5.371 -0.257 -1.845  0.029
H 4.205 0.646 -2.806  0.077
H 5.133 -1.348 -4.504  0.115
H 4.065 -3.078 -5.125  0.078
H 2.366 -2.391 -4.950  0.071
H 2.903 -3.823 -4.044  0.077
C -5.467 -0.319 -0.721  -0.047
N -4.765 -0.175 0.557  0.014
C -3.515 0.287 0.731  -0.543
C -3.023 0.229 2.187  0.016
O -2.886 0.824 -0.177  -0.003
H -5.241 -1.257 -1.126  0.048
H -5.205 0.500 -1.414  0.090
H -6.545 -0.191 -0.541  0.091
H -5.170 -0.536 1.429  0.148
H -3.610 0.895 2.841  0.094
H -1.995 0.387 2.278  0.042
H -3.270 -0.844 2.478  0.095
C 0.464 4.739 -2.700  -0.099
N -0.840 4.356 -3.155  0.026
C -1.450 4.859 -4.291  -0.544
C -1.068 6.307 -4.665  0.012
O -2.294 4.266 -4.907  0.051
H 0.857 3.860 -2.166  0.071
H 0.454 5.597 -2.031  0.092
H 1.201 4.977 -3.424  0.065
H -0.946 3.386 -3.154  0.090
H -1.872 6.848 -4.121  0.099
H -1.234 6.257 -5.734  0.077
H -0.075 6.666 -4.405  0.065
C -2.455 -0.056 5.535  -0.045
N -3.284 -1.241 5.409  0.020
C -4.589 -1.159 5.095  -0.578
C -5.176 -2.569 4.940  0.003
O -5.234 -0.147 4.906  0.025
H -2.805 0.610 6.363  0.105
H -2.540 0.485 4.608  0.042
H -1.468 -0.425 5.639  0.067
H -2.895 -2.150 5.408  0.055
H -4.700 -3.262 5.634  0.083
H -5.111 -2.821 3.900  0.035
H -6.253 -2.495 5.178  0.085
C 0.551 -4.469 -1.787  -0.068
N 1.548 -4.060 -0.793  0.027
C 1.499 -4.521 0.500  -0.527
C 2.726 -4.206 1.331  -0.002
O 0.505 -5.051 0.946  0.020
H -0.201 -5.093 -1.350  0.061
H 0.941 -5.037 -2.649  0.080
H 0.100 -3.547 -2.235  0.078
H 2.228 -3.364 -1.114  0.096
H 2.817 -3.198 1.818  0.078
H 3.654 -4.362 0.761  0.085
H 2.764 -4.919 2.156  0.083
C 5.873 6.089 -0.068  -0.090
N 5.748 5.414 -1.337  -0.012
C 4.603 4.638 -1.577  -0.541
C 4.614 3.783 -2.794  -0.011
O 3.611 4.695 -0.827  0.017
H 4.969 5.723 0.528  0.105
H 5.619 7.133 -0.227  0.079
H 6.824 5.945 0.377  0.067
H 6.570 5.269 -1.910  0.131
H 5.575 3.270 -2.809  0.080
H 4.636 4.422 -3.681  0.094
H 3.702 3.229 -2.815  0.067
C -5.249 -5.390 1.720  -0.092
N -4.407 -4.846 0.710  0.003
C -3.560 -3.804 1.024  -0.499
C -2.794 -3.217 -0.070  0.014
O -3.425 -3.487 2.230  0.007
H -5.547 -4.632 2.440  0.077
H -4.679 -6.176 2.231  0.085
H -6.173 -5.825 1.431  0.073
H -4.670 -5.011 -0.286  0.154
H -1.851 -3.708 -0.049  0.069
H -2.510 -2.207 0.099  0.068
H -3.311 -3.333 -1.034  0.090
C -1.060 3.650 0.605  -0.048
N -2.293 4.166 -0.062  0.025
C -2.495 5.479 -0.059  -0.634
C -3.905 5.840 -0.599  -0.006
O -1.774 6.319 0.348  0.079
H -1.100 3.811 1.722  0.107
H -0.176 4.055 0.147  0.061
H -1.106 2.542 0.529  0.060
H -2.784 3.427 -0.556  0.119
H -3.733 6.683 -1.249  0.058
H -4.589 6.141 0.256  0.102
H -4.340 5.116 -1.281  0.060

- structure (SMILES) = O=C1OC[C@@H](F)O1.O=C1OC[C@@H](F)O1.CNC(C)=O.CNC(C)=O.CNC(C)=O.CNC(C)=O.CNC(C)=O.CNC(C)=O.CNC(C)=O.CNC(C)=O.CNC(C)=O.CNC(C)=O
- LUMO level (Ha) = 0.0120
- spin multiplicity = 1
- Kohn-Sham gap (eV) = 8.98

# 2
The following is a DFT calculation (ωB97M-V/def2-TZVPD) of a molecular structure, C28H22N3OPRh at a distorted geometry.

Last column: Löwdin charge in e.
Geometry (Å):
Rh 0.738 -0.683 -1.560  0.952
C -3.698 2.081 0.375  -0.062
C -3.584 1.131 -0.630  -0.064
C -2.591 0.170 -0.583  -0.098
C -1.730 0.132 0.510  -0.374
C -1.861 1.068 1.538  -0.084
C -2.838 2.041 1.463  -0.064
P -0.309 -0.991 0.572  1.051
C -0.377 -1.646 2.269  -0.387
C 0.744 -1.664 3.087  -0.081
C 0.631 -2.147 4.381  -0.062
C -0.584 -2.620 4.844  -0.054
C -1.690 -2.647 4.006  -0.054
C -1.595 -2.153 2.720  -0.098
C -0.660 -2.445 -0.490  -0.396
C -0.684 -3.745 0.023  -0.063
C -0.831 -4.810 -0.846  -0.040
C -0.929 -4.603 -2.218  -0.044
C -0.880 -3.317 -2.743  -0.073
C -0.693 -2.243 -1.885  -0.177
H -4.453 2.850 0.307  0.111
H -4.280 1.136 -1.453  0.112
H -2.474 -0.545 -1.389  0.092
H -1.197 1.037 2.391  0.112
H -2.928 2.781 2.242  0.111
H 1.689 -1.293 2.715  0.106
H 1.498 -2.151 5.023  0.112
H -0.670 -2.974 5.860  0.114
H -2.625 -3.055 4.357  0.114
H -2.454 -2.159 2.063  0.122
H -0.618 -3.895 1.091  0.105
H -0.879 -5.811 -0.443  0.120
H -1.027 -5.449 -2.885  0.118
H -0.960 -3.164 -3.810  0.111
C -0.872 3.427 -2.825  0.012
C -0.042 2.459 -2.041  -0.342
O -0.294 1.255 -2.122  -0.055
C 1.045 2.983 -1.207  -0.154
C 1.257 4.356 -1.039  -0.008
C 2.291 4.811 -0.243  -0.049
C 3.124 3.910 0.403  -0.045
C 2.932 2.545 0.235  -0.054
C 1.905 2.090 -0.561  -0.039
H -1.569 2.871 -3.443  0.094
H -0.236 4.044 -3.457  0.103
H -1.432 4.079 -2.158  0.101
H 0.608 5.064 -1.526  0.113
H 2.460 5.870 -0.124  0.115
H 3.923 4.265 1.035  0.116
H 3.591 1.844 0.722  0.112
H 1.752 1.004 -0.719  0.031
N 2.530 -0.940 -2.289  -0.023
C 3.705 -0.992 -2.436  -0.276
N 4.874 -1.117 -2.777  0.149
C 6.078 -1.043 -2.343  -0.346
N 7.171 -1.002 -1.982  0.154

- LUMO level (alpha / beta) (Ha) = -0.1178 / -0.2218
- net charge = +1
- <S²> = 6.033
- spin multiplicity = 5
- Kohn-Sham gap (alpha / beta) (eV) = 8.22 / 5.82

# 3
The following is a DFT calculation (ωB97M-V/def2-TZVPD) of a molecular structure, C5H6O4 at a distorted geometry.

Last column: Löwdin charge in e.
Geometry (Å):
C -0.933 -0.042 -0.215  -0.256
C -1.130 -0.842 1.043  -0.031
C 0.925 -0.457 -0.564  -0.553
C 0.988 0.697 -1.450  -0.012
C 1.871 0.388 0.490  -0.168
O -1.329 1.256 -0.033  0.030
O 1.109 -1.613 -0.969  -0.013
O 0.627 1.360 -2.329  0.262
O 1.614 1.466 0.961  0.071
H -1.425 1.709 -0.881  0.110
H -1.340 -0.508 -1.119  0.152
H 2.566 -0.294 1.016  0.131
H -0.677 -1.827 0.939  0.091
H -0.667 -0.325 1.884  0.094
H -2.200 -0.968 1.226  0.093

- LUMO level (Ha) = -0.0240
- spin multiplicity = 1
- Kohn-Sham gap (eV) = 8.15

# 4
The following is a DFT calculation (ωB97M-V/def2-TZVPD) of 2 unconnected molecules or ions with the total composition C2H5O2S.

Last column: Löwdin charge in e.
Geometry (Å):
C -0.420 1.224 0.789  -0.488
S -1.071 1.389 -0.853  0.688
H 0.591 0.734 0.729  0.013
H -0.348 2.215 1.204  0.028
H -0.985 0.589 1.446  0.037
O 1.737 -0.618 0.590  0.114
C 1.126 -1.757 0.408  -0.434
O 0.052 -1.840 -0.121  0.048
H 1.720 -2.621 0.771  0.150
H -0.922 0.122 -1.258  -0.156

- LUMO level (alpha / beta) (Ha) = 0.0331 / -0.1330
- <S²> = 0.756
- spin multiplicity = 2
- Kohn-Sham gap (alpha / beta) (eV) = 10.07 / 5.32

# 5
The following is a DFT calculation (ωB97M-V/def2-TZVPD) of 4 unconnected molecules or ions with the total composition C3H15NO3 at a distorted geometry.

Last column: Löwdin charge in e.
Geometry (Å):
C -1.382 -0.996 -2.291  -0.099
C -0.191 -1.061 -1.357  -0.281
N -0.401 -0.400 -0.053  -0.180
C -0.956 0.970 -0.131  -0.141
H -1.624 -1.878 -2.746  0.027
H -1.234 -0.071 -3.018  0.117
H -2.376 -0.669 -1.902  0.074
H 0.706 -0.560 -1.806  0.118
H 0.022 -2.038 -1.066  0.085
H 0.504 -0.389 0.621  0.148
H -1.955 0.992 -0.573  0.055
H -0.987 1.575 0.767  0.072
H -0.492 1.599 -0.972  0.094
O 2.356 0.179 1.839  -0.107
H 1.709 0.365 2.535  0.062
H 3.181 -0.349 2.226  0.141
O 3.175 2.770 1.530  -0.059
H 4.048 2.983 1.310  -0.004
H 2.940 1.858 1.293  -0.011
O -2.238 -1.729 1.642  -0.140
H -3.138 -1.832 1.229  0.042
H -1.667 -1.318 0.923  -0.012

- structure (SMILES) = CCNC.O.O.O
- LUMO level (Ha) = 0.0111
- spin multiplicity = 1
- Kohn-Sham gap (eV) = 9.17

Molar mass per entry: 943.054; 550.384; 130.099; 93.127; 113.157 u